# C4H5NO

The molecule C4H5NO (the ωB97M-V functional and the def2-TZVPD basis, the OMol25 dataset).

```
11
Properties=species:S:1:pos:R:3:forces:R:3:nbo_charge:R:1
C 0.48210 -0.22413 -2.00503 0.04 0.01 -0.09 -0.703
C 0.55189 0.24379 -0.57904 -0.09 0.48 -0.19 0.532
C 0.63298 -0.67864 0.56820 -0.34 0.44 0.39 -0.285
C -0.13756 -0.41235 1.49862 0.05 -0.40 -0.06 0.302
O 0.51943 1.43755 -0.33886 0.28 -0.01 -0.30 -0.575
N -0.89018 0.02792 2.47339 0.18 -0.11 0.04 -0.792
H -0.47412 -0.71669 -2.21131 0.12 0.01 0.12 0.232
H 1.28405 -0.92660 -2.24222 -0.08 0.04 0.07 0.232
H 0.56077 0.68050 -2.61154 -0.01 -0.26 -0.11 0.236
H -0.76187 0.98336 2.77852 0.07 -0.19 0.09 0.416
H -1.76749 -0.41470 2.66926 -0.22 0.00 0.05 0.405
```
Forces are in eV/Å.

Output
F_max = 0.01327 Eh/bohr
E_tot = -285.31907 Eh
energy above the lowest of the compared OMol25 structures with the same formula, charge and spin = 59.93 kcal/mol
HOMO level = -9.0 eV
structure (SMILES) = CC(=O)C#CN
net charge = 0
2S+1 = 1
HOMO-LUMO gap = 9.71 eV
M = 83.09 g mol⁻¹

---

# C4H5NO

C4H5NO as an isolated structure (the ωB97M-V functional and the def2-TZVPD basis, the OMol25 dataset).

```
11
Properties=species:S:1:pos:R:3:forces:R:3:nbo_charge:R:1
C -0.46818 0.52952 -0.77204 -0.16 0.23 -0.79 -0.413
C 0.45377 -0.04911 -0.02890 -3.58 -1.16 0.92 0.392
C -1.54258 -0.03534 0.01474 2.19 0.47 0.67 0.571
C 1.83883 -0.23791 0.15356 2.10 2.55 -0.05 -0.698
N -2.73088 0.17596 0.19966 -1.07 0.53 -1.09 -0.649
O -0.52746 -0.69247 0.77486 0.14 -1.62 2.21 -0.543
H -0.54406 1.08446 -1.61044 0.24 1.89 -2.46 0.211
H 2.26516 0.80115 0.22039 -0.10 -0.83 0.62 0.251
H 2.21578 -0.46739 -0.79394 0.81 -0.98 -1.57 0.251
H 2.26750 -0.88805 0.88587 -0.41 -0.31 0.58 0.256
H -3.22789 -0.22084 0.95624 -0.15 -0.77 0.97 0.370
```
Forces are in eV/Å.

Output
F_max = 0.07541 Eh/bohr
E_tot = -285.31771 Eh
energy above the lowest of the compared OMol25 structures with the same formula, charge and spin = 60.79 kcal/mol
HOMO level = -9.0 eV
net charge = 0
2S+1 = 1
HOMO-LUMO gap = 9.91 eV
M = 83.09 g mol⁻¹

---

# C4H5NO

The molecule C4H5NO (the ωB97M-V functional and the def2-TZVPD basis, the OMol25 dataset).

```
11
Properties=species:S:1:pos:R:3:forces:R:3:nbo_charge:R:1
O -1.49013 0.40854 0.35800 0.91 -3.15 -1.07 -0.501
C -2.02383 0.03709 -0.78170 -1.42 0.36 -1.08 0.087
C -0.25159 -0.51598 0.15776 0.39 0.72 1.11 -0.064
C 0.78457 0.55392 0.09154 0.44 0.22 0.09 -0.550
C 2.13414 0.02238 0.13900 1.10 -0.20 0.02 0.276
N 3.19931 -0.41635 0.19118 -0.70 0.23 -0.04 -0.306
H -3.10826 -0.07547 -0.60582 -0.58 0.61 0.13 0.066
H -0.18575 -1.21950 -0.70701 -0.84 0.95 0.55 0.251
H -0.26228 -1.12842 1.05415 0.17 0.22 0.26 0.211
H 0.58917 1.21713 0.93546 0.37 0.09 -0.06 0.262
H 0.61465 1.11667 -0.83257 0.16 -0.05 0.09 0.267
```
Forces are in eV/Å.

Output
F_max = 0.06719 Eh/bohr
E_tot = -285.23386 Eh
energy above the lowest of the compared OMol25 structures with the same formula, charge and spin = 113.41 kcal/mol
HOMO level = -8.6 eV
net charge = 0
2S+1 = 1
HOMO-LUMO gap = 8.79 eV
M = 83.09 g mol⁻¹

---

# C4H5NO

The molecule C4H5NO (the ωB97M-V functional and the def2-TZVPD basis, the OMol25 dataset).

```
11
Properties=species:S:1:pos:R:3:forces:R:3:nbo_charge:R:1
C -1.51631 0.07970 0.33995 -0.18 0.97 0.44 -0.410
C -0.15404 0.15620 0.33809 -0.39 -0.16 0.07 -0.065
C 0.41289 -0.94671 -0.41682 -0.58 -0.27 -0.05 -0.159
O 1.63276 -0.43556 -0.97572 -0.47 -0.14 -0.57 -0.339
N 1.87397 0.79968 -0.40003 -0.46 0.04 0.36 -0.044
C 0.92936 1.11935 0.42656 0.15 -0.22 0.16 -0.053
H -2.18176 0.35430 1.13700 -0.06 0.98 0.09 0.204
H -1.99133 -0.11687 -0.62271 0.03 -1.05 0.54 0.210
H -0.60997 -1.27503 -0.84754 1.77 -0.22 -1.55 0.222
H 0.66324 -1.84567 0.15530 0.12 0.32 0.41 0.208
H 0.94119 2.11061 0.86591 0.07 -0.26 0.09 0.226
```
Forces are in eV/Å.

Output
F_max = 0.04592 Eh/bohr
E_tot = -285.24480 Eh
energy above the lowest of the compared OMol25 structures with the same formula, charge and spin = 106.54 kcal/mol
HOMO level = -8.7 eV
structure (SMILES) = C=C1C=NOC1
net charge = 0
2S+1 = 1
HOMO-LUMO gap = 8.62 eV
M = 83.09 g mol⁻¹

---

# C4H5NO

The molecule C4H5NO (the ωB97M-V functional and the def2-TZVPD basis, the OMol25 dataset).

```
11
Properties=species:S:1:pos:R:3:forces:R:3:nbo_charge:R:1
C 0.47856 -1.02569 0.98919 0.04 -0.01 0.02 -0.625
C -0.61099 -0.15439 0.38867 -0.05 -0.23 0.08 -0.217
C -0.36192 1.30904 0.10658 0.06 0.03 -0.24 -0.134
O 0.69461 0.96228 -2.80026 -0.35 -0.28 0.10 -0.253
C -0.32495 0.51326 -0.91557 0.03 0.10 0.22 0.042
N -0.18220 0.28783 -2.30580 0.27 0.42 -0.11 0.125
H 0.27877 -2.08494 0.79336 0.01 0.15 0.06 0.216
H 1.44268 -0.77694 0.53199 -0.11 -0.03 0.12 0.211
H 0.56814 -0.88481 2.07191 -0.07 -0.05 -0.12 0.211
H -1.63479 -0.45858 0.63564 0.20 0.07 -0.05 0.189
H -0.34791 2.31294 0.50430 -0.03 -0.17 -0.07 0.235
```
Forces are in eV/Å.

Output
F_max = 0.00995 Eh/bohr
E_tot = -285.22396 Eh
energy above the lowest of the compared OMol25 structures with the same formula, charge and spin = 119.62 kcal/mol
HOMO level (spin up / spin down) = -9.4 / -9.4 eV
structure (SMILES) = C[C@H]1C=C1N=O
net charge = 0
2S+1 = 1
HOMO-LUMO gap (spin up / spin down) = 8.67 / 8.67 eV
M = 83.09 g mol⁻¹

---

# C4H5NO

A 3-piece molecular cluster, C4H5NO overall (the ωB97M-V functional and the def2-TZVPD basis, the OMol25 dataset).

```
11
Properties=species:S:1:pos:R:3:forces:R:3:nbo_charge:R:1
C 1.10651 0.13350 -0.76920 0.02 0.06 0.07 -0.138
C 0.08023 -0.08184 0.15366 -0.07 0.08 -0.11 -0.400
C -1.15667 0.59510 0.09917 0.02 -0.17 0.12 0.277
O -1.86838 0.24286 1.14066 -0.05 0.20 -0.13 -0.314
N -1.20780 -0.76163 1.89722 0.39 -0.15 -0.14 -0.125
C -0.10750 -0.99120 1.24170 -0.14 -0.01 0.16 0.003
H 1.56838 1.10692 -0.88955 -0.14 -0.12 -0.01 0.213
H 1.70110 -0.69981 -1.14447 -0.09 0.07 0.05 0.207
H -0.04463 1.04560 -1.87977 0.04 -0.02 0.02 -0.050
H -0.71875 1.25285 -1.40770 0.10 -0.02 0.03 0.103
H 0.58065 -1.72938 1.63478 -0.08 0.08 -0.05 0.224
```
Forces are in eV/Å.

Output
F_max = 0.00860 Eh/bohr
E_tot = -285.15806 Eh
energy above the lowest of the compared OMol25 structures with the same formula, charge and spin = 160.97 kcal/mol
HOMO level (spin up / spin down) = -9.0 / -9.0 eV
net charge = 0
2S+1 = 1
HOMO-LUMO gap (spin up / spin down) = 7.50 / 7.49 eV
M = 83.09 g mol⁻¹

---

# C4H5NO

The molecule C4H5NO (the ωB97M-V functional and the def2-TZVPD basis, the OMol25 dataset).

```
11
Properties=species:S:1:pos:R:3:forces:R:3:nbo_charge:R:1
C 0.61195 1.14720 0.42263 0.12 -0.07 0.17 -0.617
C -0.34304 0.02456 0.11024 0.54 -0.32 0.49 0.099
O -1.33580 0.37069 -0.79806 0.95 -0.72 -1.16 -0.439
C -0.28685 -0.67084 -1.16482 -0.54 0.27 -0.35 -0.097
C -0.53121 -0.98238 1.14590 -0.29 -0.79 0.98 0.247
N -0.46072 -1.93369 1.79942 -0.25 0.92 -0.23 -0.302
H 0.68898 1.84385 -0.42187 -0.07 -0.37 0.14 0.236
H 1.58974 0.72038 0.64555 0.07 0.20 0.15 0.225
H 0.23559 1.69907 1.28701 0.17 -0.03 -0.04 0.232
H 0.67164 -0.63165 -1.71367 -1.03 1.15 -0.52 0.204
H -0.84029 -1.58719 -1.31234 0.33 -0.24 0.37 0.211
```
Forces are in eV/Å.

Output
F_max = 0.03225 Eh/bohr
E_tot = -285.32669 Eh
energy above the lowest of the compared OMol25 structures with the same formula, charge and spin = 55.15 kcal/mol
HOMO level = -10.9 eV
structure (SMILES) = C[C@]1(C#N)CO1
net charge = 0
2S+1 = 1
HOMO-LUMO gap = 11.76 eV
M = 83.09 g mol⁻¹

---

# C4H5NO

The molecule C4H5NO (the ωB97M-V functional and the def2-TZVPD basis, the OMol25 dataset).

```
11
Properties=species:S:1:pos:R:3:forces:R:3:nbo_charge:R:1
O 1.57274 -0.14511 -2.25784 0.12 0.01 0.52 -0.551
C 1.84768 -0.04240 -1.08723 -0.06 0.00 -0.36 0.538
N 0.90118 0.10304 -0.08538 -0.09 0.07 0.06 -0.607
C -0.44130 0.21889 -0.33493 0.07 0.03 -0.06 0.075
C -1.38768 0.13846 0.68110 0.00 0.20 0.26 -0.430
C -1.85531 0.44785 1.85803 0.12 -0.24 -0.39 -0.277
H 2.87800 -0.04273 -0.69371 -0.11 -0.02 -0.07 0.129
H 1.19770 0.18825 0.87906 0.01 -0.03 -0.12 0.420
H -0.70945 0.26553 -1.38608 0.01 0.01 0.16 0.244
H -1.57467 -0.83881 0.00955 -0.15 -0.11 0.08 0.283
H -2.42888 -0.29297 2.41741 0.07 0.07 -0.08 0.177
```
Forces are in eV/Å.

Output
F_max = 0.01046 Eh/bohr
E_tot = -285.23805 Eh
energy above the lowest of the compared OMol25 structures with the same formula, charge and spin = 110.78 kcal/mol
HOMO level (spin up / spin down) = -7.8 / -7.8 eV
net charge = 0
2S+1 = 1
HOMO-LUMO gap (spin up / spin down) = 7.39 / 7.39 eV
M = 83.09 g mol⁻¹

---

# C4H5NO

The molecule C4H5NO (the ωB97M-V functional and the def2-TZVPD basis, the OMol25 dataset).

```
11
Properties=species:S:1:pos:R:3:forces:R:3:nbo_charge:R:1
C 1.84486 0.04403 0.05676 0.05 0.02 0.03 -0.667
C 0.36221 0.13226 0.11207 0.11 0.12 -0.18 0.498
N -0.40807 1.14278 -0.12628 0.17 -0.31 0.01 -0.467
C -1.68348 0.59622 -0.17700 -0.21 -0.12 0.00 -0.117
C -1.60738 -0.73144 0.05198 -0.19 0.13 -0.05 0.033
O -0.29507 -1.04191 0.25086 0.05 0.01 -0.07 -0.417
H 2.20243 -0.79424 0.65853 -0.03 0.15 -0.04 0.233
H 2.31664 0.97206 0.38141 -0.14 -0.10 -0.01 0.241
H 2.12765 -0.13779 -0.98576 0.08 0.01 0.14 0.235
H -2.54954 1.19968 -0.40790 0.10 -0.10 0.13 0.217
H -2.30235 -1.55479 0.08862 0.01 0.19 0.04 0.212
```
Forces are in eV/Å.

Output
F_max = 0.00688 Eh/bohr
E_tot = -285.40438 Eh
energy above the lowest of the compared OMol25 structures with the same formula, charge and spin = 6.40 kcal/mol
HOMO level = -9.2 eV
structure (SMILES) = Cc1ncco1
net charge = 0
2S+1 = 1
HOMO-LUMO gap = 10.22 eV
M = 83.09 g mol⁻¹

---

# C4H5NO

The molecule C4H5NO (the ωB97M-V functional and the def2-TZVPD basis, the OMol25 dataset).

```
11
Properties=species:S:1:pos:R:3:forces:R:3:nbo_charge:R:1
C 1.06924 -0.27217 1.03726 0.63 0.14 0.27 -0.642
C 0.13397 0.63564 0.28143 -0.44 -1.22 -0.13 0.151
C -1.12823 0.14829 0.31368 -0.36 0.03 0.24 -0.030
N -1.57316 -0.17564 -0.93866 -0.20 0.98 -0.42 -0.477
C -0.61669 0.27569 -1.70135 -0.38 -0.02 -0.22 0.347
O 0.43676 0.80659 -1.07250 -0.02 -0.85 0.16 -0.411
H 2.06222 -0.01097 0.72159 0.77 -0.05 0.47 0.224
H 0.91767 -0.21290 2.11630 0.29 0.25 -0.09 0.230
H 0.89476 -1.34486 0.77213 0.10 0.84 -0.11 0.206
H -1.59533 -0.11074 1.25356 -0.37 -0.25 -0.32 0.208
H -0.60121 0.26108 -2.78344 -0.02 0.15 0.14 0.195
```
Forces are in eV/Å.

Output
F_max = 0.02531 Eh/bohr
E_tot = -285.35009 Eh
energy above the lowest of the compared OMol25 structures with the same formula, charge and spin = 40.47 kcal/mol
HOMO level = -8.9 eV
structure (SMILES) = Cc1cnco1
net charge = 0
2S+1 = 1
HOMO-LUMO gap = 9.60 eV
M = 83.09 g mol⁻¹